(1)
Molecular formula: C43H40N7Ru
Method: DFT, wB97M-V/def2-TZVPD

Computed properties:
Lowest unoccupied orbital energy (alpha / beta) in eV: 0.09 / -0.89
Maximum force in eV/A: 4.4
Electronic energy in eV: -58250.799
HOMO level (alpha / beta) in eV: -7.0 / -6.9

```
! RIJCOSX wB97M-V def2-TZVPD def2/J DEFGRID3
* xyz 0 2
Ru -0.281 0.672 -0.097
C 5.142 -0.887 -4.082
C 4.259 -0.392 -2.978
C 4.480 -0.787 -1.658
C 3.650 -0.370 -0.642
C 2.535 0.446 -0.889
N 1.733 0.848 0.165
C 2.406 1.322 1.256
C 3.592 2.062 1.068
C 4.343 2.532 2.115
C 3.958 2.290 3.432
C 4.776 2.805 4.575
C 2.786 1.584 3.643
C 2.010 1.102 2.594
N 0.892 0.315 2.916
C 0.872 -0.657 3.854
C -0.403 -1.172 3.878
C -1.102 -0.442 2.914
N -0.310 0.459 2.347
C 2.315 0.842 -2.222
C 3.173 0.428 -3.236
N 1.226 1.664 -2.572
C 1.259 2.842 -3.230
C -0.041 3.168 -3.538
C -0.806 2.106 -3.051
N -0.028 1.205 -2.463
H 6.180 -0.924 -3.761
H 5.071 -0.251 -4.961
H 4.838 -1.896 -4.363
H 5.323 -1.424 -1.432
H 3.837 -0.688 0.373
H 3.913 2.263 0.056
H 5.249 3.088 1.915
H 5.826 2.855 4.294
H 4.670 2.167 5.449
H 4.454 3.811 4.847
H 2.449 1.390 4.651
H 1.746 -0.925 4.413
H -0.779 -1.961 4.497
H -2.123 -0.546 2.598
H 2.969 0.749 -4.246
H 2.177 3.360 -3.410
H -0.398 4.050 -4.027
H -1.864 1.955 -3.130
C -2.739 -1.622 -3.551
C -2.159 -1.635 -2.133
C -3.240 -1.384 -1.115
C -4.217 -2.353 -0.982
C -5.362 -2.132 -0.234
C -5.532 -0.897 0.363
C -4.576 0.100 0.284
C -4.874 1.346 1.076
C -4.608 1.124 2.566
C -3.361 -0.143 -0.422
N -2.345 0.776 -0.464
C -2.668 2.094 -0.703
C -1.747 3.086 -0.384
C -1.816 4.500 -0.466
C -0.581 4.973 -0.032
C 0.193 3.861 0.290
N -0.502 2.717 0.077
H -1.949 -1.810 -4.276
H -3.196 -0.659 -3.772
H -3.502 -2.388 -3.665
H -1.366 -0.883 -2.067
H -1.712 -2.613 -1.942
H -4.097 -3.291 -1.504
H -6.117 -2.901 -0.135
H -6.437 -0.701 0.922
H -5.928 1.602 0.923
H -4.267 2.189 0.749
H -4.975 0.150 2.886
H -5.100 1.891 3.161
H -3.536 1.175 2.752
H -3.586 2.312 -1.237
H -2.660 5.073 -0.799
H -0.278 6.001 0.031
H 1.208 3.850 0.651
C -0.124 -1.299 0.034
C -0.029 -2.494 0.268
C 0.059 -3.898 0.381
C 0.444 -4.639 -0.742
C 0.543 -6.015 -0.675
C 0.259 -6.674 0.511
C -0.145 -5.951 1.622
C -0.248 -4.572 1.567
H 0.654 -4.115 -1.663
H 0.842 -6.574 -1.552
H 0.357 -7.750 0.565
H -0.382 -6.470 2.540
H -0.573 -4.010 2.431
*
```

These are the Mulliken partial charges, in e, on atoms 1 to 2: atom 1 (Ru): 0.37, atom 2 (C): -1.64


(2)
Molecular formula: C43H41BLaN17O4Se
Method: DFT, wB97M-V/def2-TZVPD

Computed properties:
Lowest unoccupied orbital energy (alpha / beta) in eV: -1.00 / -1.00
Maximum force in eV/A: 5.8
Relative energy (zero: lowest compared OMol25 entry of this formula, charge and spin) in kcal per mole: 118.0
Electronic energy in eV: -145655.312
HOMO level (alpha / beta) in eV: -5.7 / -5.7

```
! RIJCOSX wB97M-V def2-TZVPD def2/J DEFGRID3
* xyz 0 1
La -3.186 1.635 23.796
C 1.631 2.274 24.185
C 0.311 2.798 24.061
N -0.577 1.786 24.052
N 0.200 0.574 24.004
C 1.510 0.892 24.015
B -0.411 -0.889 24.158
N -1.235 -1.164 22.843
C -1.001 -2.358 22.258
C -2.256 -2.935 21.896
C -3.233 -1.977 22.272
N -2.616 -0.899 22.810
N -1.258 -0.974 25.409
C -1.023 -1.612 26.576
C -2.126 -1.477 27.408
C -3.049 -0.675 26.630
N -2.488 -0.381 25.425
H 2.552 2.849 24.395
H 0.067 3.853 23.959
H 2.288 0.101 23.866
H 0.595 -1.542 24.176
H 0.039 -2.726 22.230
H -2.491 -3.944 21.519
H -4.338 -1.995 22.112
H -0.126 -2.115 26.694
H -2.222 -1.840 28.426
H -4.118 -0.567 26.782
Se -10.931 -0.405 26.406
N -9.482 0.585 27.121
C -8.627 0.782 26.174
C -7.431 1.570 26.263
C -7.105 2.281 27.410
C -5.847 2.940 27.514
C -5.106 3.023 26.339
N -5.281 2.214 25.286
C -6.475 1.545 25.167
C -6.726 0.825 23.934
N -5.766 0.714 23.042
C -6.076 0.190 21.821
C -7.335 -0.266 21.525
C -8.271 -0.334 22.510
C -8.026 0.226 23.745
C -8.973 0.084 24.881
N -10.120 -0.577 24.777
H -7.832 2.333 28.171
H -5.484 3.458 28.423
H -4.102 3.571 26.286
H -5.315 0.223 21.028
H -7.614 -0.468 20.517
H -9.206 -0.857 22.425
N 0.179 7.683 24.791
N -0.680 8.044 23.724
C -1.510 7.224 23.083
N -2.119 7.682 21.982
N -1.709 5.982 23.659
N -2.659 5.128 23.267
O -3.530 5.359 22.358
O -2.625 3.999 23.906
H -0.290 6.807 25.116
H -0.003 8.417 25.469
H -0.247 8.825 23.168
H -2.192 8.708 21.893
H -2.843 7.076 21.639
O -4.017 2.332 21.648
C -2.951 2.230 20.969
N -2.786 2.544 19.648
C -1.568 2.005 19.098
C -0.865 1.561 20.520
O 0.347 1.220 20.562
N -1.811 1.689 21.485
C -0.644 3.108 18.589
C 0.086 3.044 17.385
C 1.253 3.776 17.243
C 1.471 4.875 18.052
C 0.631 5.139 19.119
C -0.342 4.166 19.430
C -1.818 0.855 18.136
C -3.075 0.500 17.643
C -3.208 -0.661 16.844
C -2.099 -1.384 16.496
C -0.876 -1.089 17.051
C -0.751 0.045 17.835
H -3.568 2.955 19.088
H -0.175 2.262 16.651
H 1.931 3.499 16.451
H 2.336 5.539 17.803
H 0.860 6.058 19.566
H -0.907 4.222 20.413
H -3.935 1.081 17.959
H -4.150 -0.914 16.405
H -2.198 -2.230 15.798
H 0.056 -1.654 16.783
H 0.284 0.413 18.176
C -1.522 4.184 29.763
C -0.952 3.626 28.419
C 0.106 4.645 28.049
C -0.402 2.217 28.657
C -2.028 3.468 27.500
C -3.032 3.532 26.829
H -0.780 4.371 30.522
H -2.254 3.516 30.233
H -1.992 5.140 29.514
H 0.768 4.729 28.913
H -0.445 5.562 27.908
H 0.741 4.439 27.181
H 0.374 2.262 29.435
H 0.046 1.853 27.764
H -1.229 1.569 29.026
*
```

These are the Mulliken partial charges, in e, on atoms 1 to 2: atom 1 (La): 1.41, atom 2 (C): -1.54


(3)
Molecular formula: C43H41N5P2SSbSe4Ti
Method: DFT, wB97M-V/def2-TZVPD

Computed properties:
Lowest unoccupied orbital energy (alpha / beta) in eV: 3.82 / 3.82
Maximum force in eV/A: 0.8
Relative energy (zero: lowest compared OMol25 entry of this formula, charge and spin) in kcal per mole: 23.8
Electronic energy in eV: -373162.903
HOMO level (alpha / beta) in eV: -1.6 / -1.6

```
! RIJCOSX wB97M-V def2-TZVPD def2/J DEFGRID3
* xyz -2 2
Ti -0.328 0.295 0.112
C -2.660 -3.698 -3.949
C -1.399 -4.184 -3.242
N -1.313 -3.764 -1.860
C -1.040 -2.466 -1.503
S -1.360 -2.068 0.146
N -0.570 -1.699 -2.445
N -0.264 -0.427 -2.030
C -0.007 0.403 -2.981
C -0.060 0.017 -4.428
C 0.269 1.788 -2.593
C 0.469 2.790 -3.534
C 0.672 4.095 -3.105
C 0.678 4.355 -1.754
C 0.479 3.302 -0.871
N 0.273 2.052 -1.270
H -2.658 -3.998 -5.000
H -2.715 -2.611 -3.896
H -3.554 -4.110 -3.477
H -0.518 -3.805 -3.760
H -1.346 -5.276 -3.254
H -1.849 -4.272 -1.177
H 0.138 -1.047 -4.526
H 0.658 0.581 -5.019
H -1.062 0.208 -4.823
H 0.437 2.568 -4.590
H 0.805 4.890 -3.828
H 0.795 5.352 -1.355
H 0.454 3.468 0.199
Se -2.484 5.092 0.357
Sb -2.778 2.849 1.260
Se -2.769 1.116 -0.552
Se -0.548 2.078 2.113
Se -4.546 2.462 2.875
C 0.760 -3.727 2.427
N 1.433 -2.550 1.841
P 0.704 -0.994 2.277
C 2.004 -0.199 3.312
C 1.633 0.695 4.318
C 2.600 1.348 5.069
C 3.948 1.114 4.836
C 4.324 0.220 3.844
C 3.355 -0.426 3.089
C -0.448 -1.398 3.660
C -1.781 -1.039 3.481
C -2.707 -1.210 4.505
C -2.302 -1.752 5.714
C -0.969 -2.103 5.909
C -0.047 -1.913 4.895
P 1.958 -2.728 0.165
C 2.174 -4.581 -0.057
C 1.809 -5.015 -1.328
C 2.017 -6.331 -1.732
C 2.582 -7.243 -0.858
C 2.939 -6.832 0.422
C 2.739 -5.519 0.813
C 3.800 -2.451 0.213
C 4.334 -1.788 -0.889
C 5.703 -1.602 -1.018
C 6.563 -2.068 -0.032
C 6.044 -2.725 1.076
C 4.674 -2.918 1.189
H 1.242 -4.032 3.362
H 0.780 -4.568 1.742
H -0.291 -3.539 2.630
H 0.586 0.891 4.507
H 2.292 2.048 5.837
H 4.701 1.629 5.423
H 5.373 0.036 3.638
H 3.647 -1.095 2.299
H -2.100 -0.573 2.555
H -3.727 -0.883 4.352
H -3.017 -1.879 6.518
H -0.647 -2.504 6.864
H 0.998 -2.149 5.061
H 1.346 -4.305 -2.004
H 1.725 -6.638 -2.730
H 2.741 -8.270 -1.165
H 3.377 -7.540 1.116
H 3.017 -5.221 1.816
H 3.654 -1.388 -1.632
H 6.097 -1.070 -1.876
H 7.631 -1.908 -0.120
H 6.706 -3.083 1.855
H 4.281 -3.414 2.069
C 2.094 0.150 0.287
C 2.766 1.145 0.058
C 3.563 2.301 -0.210
C 3.790 2.714 -1.526
C 4.532 3.854 -1.790
C 5.064 4.599 -0.746
C 4.841 4.198 0.567
C 4.095 3.062 0.836
H 3.352 2.139 -2.333
H 4.684 4.170 -2.815
H 5.637 5.495 -0.952
H 5.240 4.783 1.387
H 3.897 2.751 1.854
*
```

These are the Mulliken partial charges, in e, on atoms 1 to 2: atom 1 (Ti): 0.72, atom 2 (C): -1.29